Entry 1:
The following is a DFT calculation (ωB97M-V with the def2-TZVPD basis set) of an isolated molecule of C11H12N2O in a non-equilibrium geometry.

```
26
Properties=species:S:1:pos:R:3:forces:R:3:nbo_charge:R:1
O -0.5437 0.6309 -1.1966 1.2 1.5 0.1 -0.527
N -2.2647 -1.4934 -1.5445 -0.2 0.4 0.3 -0.645
N -0.1792 -2.8097 0.5799 -0.1 -1.5 1.6 -0.809
C 3.0497 1.0173 -0.3393 -2.2 -2.3 -0.6 -0.205
C 0.7904 0.4095 -0.7684 -0.9 1.0 0.2 0.303
C -1.2991 1.7142 -0.5942 -0.5 1.8 -0.3 -0.094
C 3.2648 -0.3282 0.1264 1.7 3.7 1.0 -0.212
C -1.3137 -1.3435 -0.7911 -2.4 -0.7 -2.1 0.537
C -1.8416 1.2607 0.7514 1.1 0.6 -0.8 -0.210
C 1.7631 1.4113 -0.8434 1.7 -1.4 1.7 -0.273
C 2.1983 -1.1419 0.3898 -0.5 -0.3 -1.4 -0.228
C -0.1895 -1.6392 -0.2123 -0.3 -2.8 1.8 -0.135
C 0.9331 -0.8737 -0.1619 3.3 4.5 -1.3 -0.070
C -3.0284 1.0060 1.2695 -0.8 0.1 -2.0 -0.378
H -3.1554 -1.0036 -1.4224 0.4 -0.2 0.3 0.376
H 3.8479 1.6828 -0.2195 1.0 1.0 -0.3 0.207
H -3.9942 1.0490 0.7203 0.9 0.2 0.3 0.195
H -0.6482 2.7654 -0.4503 -1.6 -2.9 -0.5 0.198
H -0.9705 1.1473 1.3430 0.6 -0.5 1.3 0.190
H -2.1605 1.8856 -1.2934 1.0 0.1 0.4 0.200
H 0.6344 -3.4380 0.4412 -0.8 0.8 -0.2 0.366
H 2.4023 -2.0269 0.9063 0.0 -1.4 0.7 0.210
H -3.0646 0.6058 2.2365 -0.2 -0.3 1.3 0.204
H -0.1701 -2.5282 1.5727 0.0 -0.5 -0.6 0.356
H 1.6203 2.4628 -1.0722 -0.4 -0.3 -0.3 0.229
H 4.3188 -0.4221 0.5723 -1.8 -0.6 -0.7 0.217
```
Positions in Å, forces in eV/Å.

Summary:
* HOMO-LUMO gap: 8.2 eV
* net charge: 0
* SMILES: C=CCOc1ccccc1C(N)=C=N
* energy above the lowest of the compared OMol25 structures with the same formula, charge and spin: 5.224 eV
* lowest unoccupied orbital energy: 0.79 eV
* 2S+1: 1

Entry 2:
The following is a DFT calculation (ωB97M-V with the def2-TZVPD basis set) of a cluster of 4 separate species, C16H42O10S3Si in total in a non-equilibrium geometry.

```
72
Properties=species:S:1:pos:R:3:forces:R:3:mulliken_charge:R:1
S -0.2877 4.7385 -7.1360 -0.4 -0.1 0.3 1.187
S 3.7989 -1.6872 6.3403 0.2 0.1 0.3 1.247
S -4.4113 2.8951 -1.9267 -0.3 -0.1 0.5 1.220
Si 2.0892 -3.9216 -0.8227 -0.7 -0.1 -0.3 0.201
O 3.0022 -0.9078 5.4149 0.3 -0.8 0.8 -0.638
O 3.7641 -0.9719 7.8037 0.7 -0.3 -1.2 -0.286
O 3.2188 -3.8473 1.6813 -1.2 1.5 0.7 -0.381
O -4.4366 1.5346 -2.4237 0.5 1.2 0.4 -0.679
O -3.4027 3.8464 -2.3422 -0.6 -1.0 0.2 -0.547
O -0.4456 6.1353 -7.4810 0.4 -1.0 0.4 -0.603
O 3.6023 -3.1107 6.5135 -0.2 1.2 -0.3 -0.602
O 0.9443 4.2184 -6.5789 -0.9 0.8 -0.3 -0.630
O -4.4651 2.8667 -0.2986 -0.7 0.3 -1.3 -0.287
O -1.5316 4.2905 -6.1840 0.8 -0.1 -1.5 -0.273
C -1.8120 6.0707 -4.5575 0.2 0.3 -0.1 -1.063
C -0.7265 3.7607 -8.5510 -0.1 -0.1 0.0 -0.918
C -1.1096 -1.3062 -0.1237 -0.7 -0.2 0.4 -0.941
C 5.5154 -1.3988 5.9920 0.1 0.1 0.1 -0.940
C 1.5833 -5.7116 -0.3022 -0.4 -0.3 -0.3 -0.870
C -0.0612 -4.0414 -2.7276 1.4 -0.5 1.0 -1.225
C 3.0442 -2.9378 0.5299 1.3 0.6 0.1 -0.421
C 0.5163 -3.0498 -1.5113 -2.0 0.0 -1.0 0.035
C -6.0083 3.6239 -2.1898 -0.1 0.0 0.2 -0.980
C -2.1570 2.8179 0.4522 0.2 0.1 -0.3 -1.030
C 1.8862 -1.9520 8.9895 -0.1 -0.4 -0.1 -0.985
C -3.4946 2.1036 0.4027 1.0 -0.5 0.6 -0.135
C -1.4820 4.6100 -4.8015 -0.1 0.4 1.3 -0.048
C 2.5047 -0.6985 8.3995 -1.1 0.0 0.6 -0.313
C -0.7202 -2.9015 -0.4384 -1.2 0.8 -0.6 -0.240
C 2.1831 -3.6476 2.7067 0.0 -0.1 0.5 -0.342
H 0.7231 -2.0123 -2.0132 -0.3 -1.8 1.1 0.343
H -2.2094 -1.0514 -0.5100 2.4 -0.7 0.8 0.177
H -3.3947 1.1045 -0.0345 -0.1 0.1 -0.1 0.179
H -2.2770 3.8413 0.8216 0.0 -0.2 0.0 0.311
H 0.9827 -1.7087 9.5557 0.1 0.1 0.0 0.382
H -0.7910 -3.4920 -3.4587 1.4 -1.2 1.5 0.326
H -0.4005 -0.5489 -0.6746 -1.2 -1.6 1.3 0.291
H -1.7012 -3.3452 -0.9536 2.2 0.8 1.1 0.295
H -0.5079 4.3471 -4.3758 0.0 0.0 -0.2 0.299
H 5.6840 -0.3238 5.9060 -0.1 -0.2 0.0 0.318
H 6.1162 -1.8243 6.7979 -0.2 0.0 -0.1 0.322
H 2.4193 -6.1204 0.4095 -1.9 0.5 -1.3 0.278
H -0.6562 2.7038 -8.2873 0.0 0.2 0.0 0.310
H -0.5835 -3.5100 0.5554 0.0 1.3 -1.9 0.197
H 0.9096 -4.4755 -3.2623 -2.3 0.9 0.6 0.264
H 2.4685 -4.3053 3.6586 -0.6 1.4 -2.2 0.212
H 2.6806 0.0243 9.2034 0.3 -0.1 -0.3 0.270
H -1.4567 2.2846 1.1011 -0.1 0.0 0.0 0.401
H 4.1446 -2.7264 0.1190 -2.3 -0.4 0.9 0.256
H -1.0333 6.7228 -4.9647 -0.1 -0.1 0.1 0.404
H -2.7514 6.3436 -5.0486 0.1 -0.1 0.1 0.275
H 2.5987 -1.8891 0.7975 0.7 -1.9 -0.2 0.292
H 1.1311 -3.9768 2.3030 1.8 0.6 0.7 0.147
H 3.0166 -4.0746 -1.9730 0.0 0.1 0.0 -0.220
H 0.5127 -5.6628 0.1749 2.2 -0.4 -0.6 0.275
H 1.6111 -2.6619 8.2035 0.0 0.1 0.1 0.294
H -6.7760 2.9332 -1.8358 0.2 0.1 0.0 0.346
H -1.8972 6.2750 -3.4865 0.0 -0.1 -0.1 0.346
H -0.5570 -4.9543 -2.1622 0.7 1.9 -1.5 0.307
H -6.1271 3.8000 -3.2611 0.2 -0.1 0.1 0.372
H -3.8668 1.9729 1.4244 -0.3 0.1 -0.3 0.271
H -6.0580 4.5715 -1.6502 0.1 -0.2 -0.1 0.309
H 5.7564 -1.8932 5.0484 -0.2 0.0 0.1 0.363
H -0.0243 3.9946 -9.3543 0.0 0.1 0.2 0.369
H 1.4720 -6.3296 -1.3100 0.4 1.1 2.3 0.296
H -2.2313 3.9871 -4.3015 0.2 0.0 -0.4 0.055
H -1.1427 -1.1393 1.0534 0.3 -0.1 -2.6 0.241
H 2.5953 -2.4606 9.6504 -0.1 0.2 0.0 0.260
H 2.1423 -2.5212 3.0266 0.0 -2.0 -0.5 0.183
H -1.7100 2.8846 -0.5443 0.0 0.0 0.1 0.253
H -1.7415 4.0190 -8.8585 0.2 0.0 0.1 0.307
H 1.8288 -0.2234 7.6807 0.2 -0.1 -0.1 0.312
```
Positions in Å, forces in eV/Å.

Summary:
* HOMO-LUMO gap: 9.6 eV
* net charge: 0
* SMILES: CC[C@H](C)[Si@H](C)COC.CCOS(C)(=O)=O.CCOS(C)(=O)=O.CCOS(C)(=O)=O
* lowest unoccupied orbital energy: 0.48 eV
* 2S+1: 1

Entry 3:
The following is a DFT calculation (ωB97M-V with the def2-TZVPD basis set) of a structure of composition C39H20ClN8O2Zn.

```
71
Properties=species:S:1:pos:R:3:forces:R:3:mulliken_charge:R:1
Zn -0.8037 -0.2439 0.5727 -0.2 0.2 -0.2 -0.579
Cl 4.3493 4.9933 -3.5853 0.0 0.0 0.0 -0.262
O -3.1149 1.7340 -0.8560 0.0 0.0 0.0 -0.676
O 1.3019 -0.3216 0.2456 0.0 -0.1 0.1 -0.554
N -1.4550 -1.6825 1.6271 0.2 0.1 -0.1 -0.068
N -1.9031 -3.2335 -0.1696 0.0 0.0 -0.1 -0.642
N -0.8198 -1.3375 -1.2853 0.1 0.1 -0.1 -0.025
N 0.1397 0.0654 -3.1299 0.1 0.1 -0.1 -0.606
N -0.2806 0.8594 2.3281 -0.1 0.1 0.2 -0.039
N -0.9497 -0.9034 3.8494 0.0 0.1 0.1 -0.715
N 0.7702 2.7607 1.3850 0.0 -0.2 0.2 0.120
N -0.8972 1.3460 -0.5285 0.2 0.0 0.1 -0.323
C 1.5335 0.6552 -0.4529 0.0 0.0 0.0 0.558
C 2.1684 2.7685 5.7606 0.0 0.0 0.1 -0.532
C -1.4388 -1.7415 2.9759 -0.1 -0.3 -0.1 0.376
C -0.8190 -2.3454 -4.8152 0.0 0.0 0.0 -0.242
C 1.2024 2.3668 -3.0770 0.0 0.0 0.0 1.132
C -1.8935 -2.8707 1.0599 0.0 0.0 0.2 0.161
C 0.5429 1.1372 -2.5476 0.0 0.1 0.1 -0.294
C 1.7031 2.5004 -4.4613 0.0 0.0 -0.1 -1.216
C -3.1306 -5.5659 3.4624 0.0 0.0 0.0 -0.579
C -1.4237 -2.5268 -1.2649 -0.1 -0.1 0.1 0.093
C -1.9466 1.8277 -1.2054 0.0 0.1 0.0 -0.078
C 0.6541 3.3007 0.3250 -0.1 0.5 -0.1 -0.950
C -0.4765 -1.0260 -2.6020 -0.1 -0.1 0.2 -1.462
C -2.2872 -3.6027 4.6043 0.0 0.0 0.0 -0.179
C 0.4040 1.4906 -1.0947 0.0 -0.1 0.0 3.149
C -1.5042 -3.0652 -2.5923 0.0 0.0 0.0 0.038
C -0.3203 0.2629 3.5065 0.0 0.0 -0.2 -0.105
C 1.6002 1.6912 6.4556 0.0 0.0 0.0 -0.659
C -2.8471 -4.8744 4.6405 0.0 0.0 0.0 -0.620
C 0.4859 1.0141 4.4636 0.1 0.0 0.1 0.180
C 1.9076 2.9828 4.4218 0.0 0.0 -0.1 -0.391
C 2.2276 2.8813 -1.9064 0.0 0.0 -0.1 0.364
C -0.9003 -2.1099 -3.4336 0.0 0.0 -0.1 0.486
C -1.3343 -3.5181 -5.3129 0.0 0.0 0.0 -0.606
C 1.0579 2.0912 3.7648 0.1 0.0 0.1 0.133
C -2.8630 -5.0067 2.2189 0.0 0.0 0.0 -0.190
C 0.9251 2.9330 -1.0867 0.0 -0.3 0.1 0.890
C -1.9363 -4.4755 -4.4652 0.0 0.0 0.0 -0.717
C 3.3266 2.0545 -1.4329 0.1 0.0 0.1 -1.617
C -2.3179 -3.7362 2.1889 0.0 0.0 -0.1 0.236
C 0.5795 3.6576 -2.4125 0.0 0.0 0.0 -0.680
C 0.7561 0.8061 5.8111 0.0 0.0 0.0 -0.019
C -2.0347 -3.0485 3.3636 0.0 0.1 0.1 0.124
C 2.9506 0.9673 -0.7511 0.0 0.0 0.0 -0.978
C 2.5665 4.6658 -3.7794 0.0 0.1 0.0 0.070
C 0.5499 1.9874 2.4256 -0.1 -0.1 -0.2 -0.588
C 1.9937 4.3074 -2.4227 0.0 0.1 0.0 -0.297
C -2.0248 -4.2567 -3.1104 0.0 0.0 0.0 -0.040
C 2.3662 3.5980 -4.8048 0.0 0.0 0.0 -0.820
H -1.7062 2.3692 -2.1457 0.0 0.0 0.0 0.312
H -2.4843 -4.9800 -2.4482 0.0 0.0 0.0 0.518
H -2.3304 -5.3895 -4.8933 0.0 0.0 0.0 0.378
H -0.3623 4.1241 -2.6906 0.0 0.0 0.0 0.447
H -3.0649 -5.3395 5.5940 0.0 0.0 0.0 0.384
H -3.5642 -6.5568 3.5218 0.0 0.0 0.0 0.388
H 2.1651 5.6197 -4.1215 0.0 0.0 0.0 0.570
H 2.8286 3.4467 6.2879 0.0 0.0 0.0 0.368
H 3.6528 0.2440 -0.3575 0.0 0.0 0.0 0.526
H 4.3615 2.2758 -1.6602 0.0 0.0 0.0 0.491
H -1.2827 -3.7174 -6.3772 0.0 0.0 0.0 0.386
H 1.8286 1.5553 7.5051 0.0 0.0 0.0 0.379
H -2.0508 -3.0548 5.5070 0.0 0.0 0.0 0.533
H 1.5120 1.6900 -5.1541 0.0 0.0 0.0 0.490
H 2.3549 3.8191 3.8985 0.0 0.0 0.0 0.476
H 2.7675 3.7571 -5.7969 0.0 0.0 0.0 0.429
H -0.3604 -1.6120 -5.4670 0.0 0.0 0.0 0.502
H 0.3081 -0.0344 6.3251 0.0 0.0 0.0 0.534
H -3.0697 -5.5361 1.2982 0.0 0.0 0.0 0.550
H 2.1561 5.1058 -1.6967 0.0 0.0 0.0 0.572
```
Positions in Å, forces in eV/Å.

Summary:
* HOMO-LUMO gap: 5.3 eV
* net charge: -1
* energy above the lowest of the compared OMol25 structures with the same formula, charge and spin: 0.000 eV
* lowest unoccupied orbital energy: 1.68 eV
* 2S+1: 1

Entry 4:
The following is a DFT calculation (ωB97M-V with the def2-TZVPD basis set) of a structure of composition C39H34CrN4O4S3 in a non-equilibrium geometry.

```
85
Properties=species:S:1:pos:R:3:forces:R:3:lowdin_spin:R:1
Cr -0.3742 -0.2201 0.8202 0.4 1.8 0.3 2.873
S 1.8755 0.7775 -4.5184 0.2 0.1 0.2 -0.001
S -1.2277 1.5894 -3.8994 -0.2 -0.1 0.2 0.001
S 2.5517 -1.8348 -2.3650 -0.2 -0.1 -0.4 0.001
O -0.8728 -0.6608 2.7629 -0.2 -0.4 0.3 0.007
O 1.2243 -4.0523 0.8273 -0.5 -0.1 -0.1 0.009
O -4.4268 0.1460 -0.0055 0.0 -0.2 0.1 0.037
O 0.2928 0.1616 -0.8990 0.0 0.4 -0.7 0.090
N -0.8496 -0.1827 4.9475 -0.1 0.0 -0.1 0.004
N -1.4840 -1.8143 0.4510 0.1 -0.8 -0.3 0.215
N -2.2756 0.6532 0.5025 0.0 -0.2 -0.3 0.124
N 1.0739 -1.8184 1.0107 -0.7 -0.5 0.0 -0.010
C -3.2079 0.0116 -3.6587 -0.1 -0.1 0.1 0.000
C 4.7553 -1.5907 1.8945 0.0 0.0 0.0 0.000
C -4.3798 1.5781 0.0143 0.1 0.2 0.0 0.002
C 3.0698 1.9863 -4.2730 -0.1 -0.2 -0.1 0.000
C 1.4117 0.8259 -2.8518 0.0 -0.1 -0.2 0.000
C 2.8738 -0.5630 2.9588 0.0 -0.1 0.0 0.001
C 0.3536 -0.1063 -2.2668 -0.1 -0.3 0.5 0.009
C 0.3703 1.5317 1.8622 0.1 -0.2 -0.1 -0.025
C -2.9888 1.9269 0.5951 -0.1 -0.1 0.2 0.015
C -3.1668 -0.2796 0.2239 0.1 0.2 0.1 0.128
C 2.3528 -3.5377 -2.4184 0.2 0.2 0.0 0.002
C -0.9754 0.1292 -3.0017 0.1 0.3 0.2 0.003
C 2.5054 -2.0848 0.9562 0.4 -0.1 0.1 0.002
C 0.8402 -1.5563 -2.4327 0.3 0.1 -0.1 0.002
C 2.1534 1.7340 -2.1645 0.0 0.1 0.1 0.000
C -3.1413 4.3305 -0.0172 0.0 0.0 0.0 0.000
C -0.0990 1.5118 3.3288 0.2 -0.1 -0.3 -0.007
C 0.1799 -2.7470 -2.5000 -0.1 0.0 -0.1 0.003
C 1.0417 -3.8785 -2.4960 0.0 -0.1 0.0 0.001
C 5.1023 -0.1020 3.7483 0.0 0.0 0.0 0.000
C -3.6444 -2.7756 0.0337 0.3 -0.3 0.0 0.033
C 0.4675 -2.9498 0.8494 1.3 0.3 0.2 0.012
C -1.3582 5.5462 -1.0678 0.0 0.0 0.0 0.000
C -3.0912 -4.0245 0.1990 -0.7 0.3 -0.2 0.101
C -0.9581 -3.0296 0.6160 -1.3 -0.5 -0.2 0.040
C -2.8667 1.2094 -4.2015 0.1 0.2 0.0 0.001
C -2.6372 5.5150 -0.5282 -0.1 0.0 0.0 0.000
C -1.1266 3.1878 -0.6254 0.0 -0.1 -0.1 0.001
C -2.1275 -0.5988 -2.9720 0.0 -0.1 0.0 0.003
C -1.7233 -4.1755 0.5241 1.0 0.3 0.2 0.106
C 5.6117 -0.9540 2.7770 0.0 0.0 0.0 0.000
C -2.3902 3.1555 -0.0562 0.0 0.0 0.1 0.003
C -0.6094 4.3823 -1.1115 0.0 0.0 -0.1 0.000
C 2.5699 -3.6234 1.0700 0.3 0.2 0.2 0.000
C -2.8181 -1.6464 0.2158 -0.5 0.2 -0.1 0.183
C 3.3776 -1.3966 1.9726 -0.1 0.1 0.0 0.000
C 3.1056 2.4039 -2.9819 0.1 0.1 0.0 0.000
C -0.6369 0.1517 3.6633 0.0 0.3 0.2 0.005
C 3.7330 0.0919 3.8311 0.0 0.0 0.1 0.000
H -3.7135 -4.9024 0.0868 0.0 0.0 0.0 0.005
H -0.9154 2.2247 3.4871 0.0 0.0 0.1 0.000
H 0.6890 1.7735 4.0433 -0.1 0.0 0.1 -0.002
H 0.3896 4.3946 -1.5312 0.0 0.0 0.0 0.000
H -0.5391 2.2828 -0.6851 0.0 -0.1 0.0 0.001
H 5.1627 -2.2464 1.1319 0.0 0.0 0.0 0.000
H -4.1301 4.3206 0.4310 0.0 0.0 0.0 0.000
H -1.2914 -1.0630 5.1558 0.0 0.0 0.0 0.000
H -2.2245 -1.5475 -2.4746 -0.1 0.0 0.1 0.001
H 0.0251 2.4597 1.4120 0.0 0.0 -0.1 0.002
H 3.6812 2.3085 -5.1007 0.0 0.0 0.0 0.000
H -4.4769 1.9540 -1.0055 0.0 -0.1 -0.1 0.001
H 3.2300 -4.0871 0.3396 -0.1 0.0 -0.1 0.000
H 3.2224 -4.1759 -2.4067 0.0 -0.1 -0.1 0.000
H 2.0220 1.9070 -1.1056 0.0 -0.1 0.0 0.000
H 3.3291 0.7665 4.5762 0.0 0.0 0.0 0.000
H 3.7869 3.1579 -2.6138 0.0 0.0 0.0 0.000
H 2.8643 -3.9443 2.0723 -0.1 0.0 0.0 0.000
H 5.7711 0.4021 4.4333 0.0 0.0 0.0 0.000
H -0.8913 -2.8567 -2.5537 0.1 0.0 0.0 0.000
H 1.8050 -0.4242 3.0369 0.0 0.0 0.0 0.001
H -3.2394 6.4144 -0.4953 0.0 0.0 0.0 0.000
H -4.6837 -2.6400 -0.2318 0.0 0.0 0.1 -0.001
H -0.7905 0.5074 5.6740 0.1 0.0 0.0 0.000
H -3.0959 2.1680 1.6641 0.0 0.0 0.0 0.006
H -1.2676 -5.1407 0.6884 0.0 0.0 -0.1 0.006
H -5.2088 1.9388 0.6210 0.0 0.0 0.0 0.001
H 1.4641 1.5685 1.8353 0.0 0.0 -0.1 0.005
H 2.8536 -1.7700 -0.0319 -0.1 0.0 0.2 0.000
H 6.6785 -1.1192 2.6973 0.0 0.0 0.0 0.000
H -0.9530 6.4762 -1.4463 0.0 0.0 0.0 0.000
H -4.1914 -0.4326 -3.7291 0.0 0.0 0.0 0.000
H -3.4836 1.8884 -4.7688 0.0 0.0 0.0 0.000
H 0.6853 -4.8977 -2.5497 0.0 0.0 0.0 0.000
```
Positions in Å, forces in eV/Å.

Summary:
* HOMO-LUMO gap (spin up / spin down): 5.5 / 8.2 eV
* net charge: 0
* ⟨S²⟩: 6.04
* lowest unoccupied orbital energy (spin up / spin down): 0.18 / 0.20 eV
* 2S+1: 5

- 2S+1 of number 3 (C39H20ClN8O2Zn)?
  1